Entry 1:
Entry from the Open Molecules 2025 dataset: a structure of composition C32H55NP2ScSi in a non-equilibrium geometry (wB97M-V/def2-TZVPD).

```
! RIJCOSX wB97M-V def2-TZVPD def2/J DEFGRID3
* xyz 1 1
Sc -0.4732 1.4137 -1.1831
C 2.5613 -1.8213 1.8274
C 1.7163 -1.0355 2.6598
C 0.6839 -3.0620 2.2986
C 1.9243 -3.0718 1.6112
C 0.5731 -1.8166 2.9750
C 3.8628 -1.4119 1.2572
H 4.1670 -0.4329 1.6414
H 3.8310 -1.3501 0.1610
H 4.6485 -2.1369 1.5140
C 2.4242 -4.1637 0.7527
H 3.5169 -4.1191 0.6612
H 2.0036 -4.1075 -0.2624
H 2.1534 -5.1442 1.1648
C -0.3408 -4.1205 2.2122
H 0.1294 -5.1096 2.1310
H -0.9860 -3.9852 1.3268
H -0.9919 -4.1151 3.0951
C -0.5322 -1.3827 3.8617
H -0.2305 -1.3816 4.9205
H -1.3993 -2.0429 3.7634
H -0.8568 -0.3594 3.6253
C 1.9782 0.3490 3.0971
H 2.5023 0.3834 4.0661
H 1.0456 0.9195 3.2088
H 2.6055 0.8783 2.3663
C 0.8521 2.1347 -2.6734
C 1.4117 3.2475 -1.8022
C 1.2925 3.7587 -0.3822
C 0.0914 3.4701 0.5296
C -0.3438 2.0006 0.7250
C -1.8127 1.7786 0.2377
C -2.6485 2.0515 -1.0555
C -1.8567 2.6716 -2.1959
H 1.2947 4.8571 -0.5048
H -0.7548 4.0963 0.2061
H 2.2333 3.5923 0.1512
H -1.6380 3.7253 -2.0090
H 0.0855 2.3758 -3.4362
H 1.4570 4.1429 -2.4382
H -2.1239 2.3592 -3.1999
H -3.2650 1.1621 -1.3552
H -2.3769 2.1408 1.1391
H -3.4184 2.7780 -0.7734
H 0.3572 3.8123 1.5492
H -0.4310 1.8596 1.8064
P 3.3741 2.5260 -2.4749
C 4.2190 2.8504 -4.0528
C 3.9559 1.6951 -0.9458
P -3.5262 1.5649 2.7740
C 2.0551 1.3697 -2.9414
C -3.1369 3.2610 3.3311
C -4.8115 1.9238 1.5352
H 3.6482 2.3787 -4.8655
H 5.2429 2.4294 -4.0338
H 4.2940 3.9273 -4.2567
H 3.4382 2.0735 -0.0482
H 5.0391 1.8266 -0.7888
H 3.7207 0.6233 -1.0477
H -4.4582 2.6443 0.7894
H -5.7267 2.2960 2.0348
H -5.0512 0.9894 1.0038
H 2.1441 0.4368 -3.5329
H 0.4837 1.1908 0.5375
H -2.9925 3.1814 4.4383
H -3.9421 3.9833 3.1254
H -2.1872 3.5865 2.8858
C 1.9107 -1.8607 -1.8438
Si 0.0783 -1.8122 -2.2240
C -0.4007 -1.3892 -3.9678
C -0.3457 -3.6215 -1.9785
N -0.7802 -0.7153 -1.1306
C -1.9084 -1.2499 -0.5054
C -2.0787 -1.1972 0.8980
C -3.1747 -1.7854 1.5179
C -4.1348 -2.4478 0.7515
C -3.9919 -2.5173 -0.6334
C -2.8833 -1.9550 -1.2558
H 2.3056 -2.8620 -2.0794
H 2.0919 -1.6833 -0.7779
H 2.5141 -1.1479 -2.4097
H -0.1352 -2.2503 -4.5986
H -1.4845 -1.2352 -4.0497
H 0.1041 -0.4984 -4.3543
H -0.0997 -3.9794 -0.9721
H -1.3992 -3.8518 -2.1700
H 0.2556 -4.2024 -2.6958
H -1.3355 -0.6370 1.4643
H -3.2954 -1.6879 2.5994
H -5.0176 -2.8663 1.2381
H -4.7434 -3.0377 -1.2283
H -2.7561 -2.0556 -2.3324
*
```

Summary:
HOMO level (alpha / beta)   -9.0841 / -9.0032 eV
HOMO-LUMO gap (alpha / beta)   4.14 / 4.07 eV
Energy relative to the best compared isomer or geometry (same formula, charge and spin)   140.15 kcal/mol

Entry 2:
Entry from the Open Molecules 2025 dataset: a structure of composition CHBeLiO in a non-equilibrium geometry (wB97M-V/def2-TZVPD).

```
! RIJCOSX wB97M-V def2-TZVPD def2/J DEFGRID3
* xyz 0 1
H 1.8415 -0.6760 0.3057
O -0.6554 0.3896 0.4065
C -0.3271 -0.2972 -0.6773
Be 0.9791 0.7216 0.1501
Li -1.8381 -0.1380 -0.1851
*
```

Summary:
HOMO level   -6.7939 eV
HOMO-LUMO gap   6.25 eV
Energy relative to the best compared isomer or geometry (same formula, charge and spin)   37.26 kcal/mol

Entry 3:
Entry from the Open Molecules 2025 dataset: a cluster of 9 separate species, C50H63BBrN9O5 in total in a non-equilibrium geometry (wB97M-V/def2-TZVPD).

```
! RIJCOSX wB97M-V def2-TZVPD def2/J DEFGRID3
* xyz 0 1
C 2.4137 0.4389 -1.4466
C 2.0565 1.4965 -2.4800
C 0.8253 2.2697 -2.0917
O 0.1768 2.7077 -3.2922
C -1.0812 3.3260 -3.1264
O -1.2992 3.7179 -1.7834
C -2.0826 2.9121 -0.9731
Br -1.2392 3.0216 0.8259
C -3.5079 3.3703 -0.8037
C -4.3661 2.2705 -0.2033
C -5.0790 1.3830 -1.2052
O -5.2520 0.0738 -0.6711
C -4.1553 -0.7673 -0.9516
C -2.1301 2.4281 -3.8012
N -1.8859 1.0131 -3.4466
B -1.9816 2.5512 -5.3772
O -0.8451 2.1606 -5.9895
O -3.0264 3.0311 -6.1532
H 2.9694 0.8866 -0.6388
H 1.5192 -0.0325 -1.0746
H 3.0317 -0.3196 -1.8938
H 1.8236 1.0008 -3.4122
H 2.8828 2.1584 -2.6843
H 1.0683 3.0999 -1.4453
H 0.1696 1.5745 -1.5898
H -1.0303 4.2529 -3.6849
H -2.0024 1.8605 -1.2006
H -3.4800 4.1857 -0.1024
H -3.9055 3.7860 -1.7178
H -3.7778 1.6898 0.4871
H -5.1225 2.7545 0.3937
H -4.5499 1.3338 -2.1518
H -6.0785 1.7458 -1.3735
H -3.2419 -0.4144 -0.4827
H -4.3764 -1.7576 -0.5898
H -3.9950 -0.8255 -2.0249
H -3.1418 2.7141 -3.5791
H -2.7067 0.4453 -3.6015
H -1.0918 0.6513 -3.9562
H -0.6376 2.6982 -6.7735
H -3.2472 2.3561 -6.8208
C -1.0646 -2.8914 2.0887
C -0.8398 -4.0560 1.3735
C -0.6475 -3.9613 0.0035
N -0.6685 -2.8129 -0.6675
C -0.8843 -1.7041 0.0352
C -1.0863 -1.6865 1.4071
H -1.2197 -2.9217 3.1593
H -0.8136 -5.0189 1.8648
H -0.4668 -4.8493 -0.5929
H -0.8962 -0.7816 -0.5383
H -1.2566 -0.7517 1.9241
C 4.6732 -0.1372 3.7465
C 5.2863 0.9229 3.0967
C 5.5840 0.7876 1.7492
N 5.3209 -0.3091 1.0418
C 4.7320 -1.3169 1.6825
C 4.3849 -1.2830 3.0245
H 4.4201 -0.0787 4.7975
H 5.5280 1.8376 3.6210
H 6.0562 1.5973 1.2021
H 4.5253 -2.1956 1.0802
H 3.9033 -2.1342 3.4893
C 3.9573 -6.9296 5.4397
C 3.2263 -5.9921 6.1510
C 2.9291 -4.7852 5.5369
N 3.3092 -4.4736 4.3006
C 4.0109 -5.3838 3.6309
C 4.3588 -6.6214 4.1507
H 4.2094 -7.8845 5.8824
H 2.8918 -6.1906 7.1601
H 2.3562 -4.0242 6.0566
H 4.3088 -5.1011 2.6269
H 4.9301 -7.3229 3.5591
C -9.0681 -3.3227 -0.3011
C -8.0402 -2.3953 -0.3148
C -8.1692 -1.2784 -1.1273
N -9.2309 -1.0472 -1.8997
C -10.2086 -1.9494 -1.8755
C -10.1786 -3.0971 -1.0983
H -9.0060 -4.2064 0.3210
H -7.1552 -2.5285 0.2927
H -7.3862 -0.5318 -1.1605
H -11.0590 -1.7368 -2.5148
H -11.0051 -3.7942 -1.1180
C 4.1529 3.7654 -7.6992
C 3.4353 3.0210 -6.7785
C 2.1220 2.6967 -7.0792
N 1.5026 3.0719 -8.1967
C 2.2052 3.7916 -9.0692
C 3.5267 4.1586 -8.8721
H 5.1827 4.0393 -7.5057
H 3.8767 2.6961 -5.8461
H 1.5240 2.1100 -6.3906
H 1.6773 4.0848 -9.9701
H 4.0491 4.7419 -9.6177
C -6.1216 1.8819 4.7487
C -5.8970 0.7556 5.5229
C -5.5882 -0.4336 4.8807
N -5.4964 -0.5581 3.5592
C -5.7165 0.5333 2.8279
C -6.0293 1.7706 3.3717
H -6.3644 2.8300 5.2111
H -5.9596 0.7958 6.6017
H -5.4036 -1.3381 5.4507
H -5.6362 0.4005 1.7538
H -6.1960 2.6244 2.7293
C 3.0636 -0.9147 9.7270
C 3.5600 -2.0724 9.1507
C 4.0629 -2.0030 7.8607
N 4.0938 -0.8848 7.1403
C 3.6122 0.2180 7.7079
C 3.0900 0.2582 8.9916
H 2.6634 -0.9263 10.7325
H 3.5596 -3.0105 9.6886
H 4.4647 -2.8851 7.3733
H 3.6472 1.1144 7.0972
H 2.7139 1.1852 9.4013
C 8.3565 1.4926 -3.7542
C 7.5844 0.7949 -2.8408
C 6.2645 0.5160 -3.1661
N 5.6984 0.8825 -4.3132
C 6.4539 1.5531 -5.1779
C 7.7803 1.8841 -4.9512
H 9.3898 1.7299 -3.5358
H 7.9917 0.4733 -1.8935
H 5.6271 -0.0246 -2.4759
H 5.9613 1.8382 -6.1015
H 8.3441 2.4336 -5.6925
*
```

Summary:
HOMO level   -8.8138 eV
HOMO-LUMO gap   9.37 eV
SMILES string   CCCO[C@H](O[C@@H](Br)CCCOC)[C@H](N)B(O)O.c1ccncc1.c1ccncc1.c1ccncc1.c1ccncc1.c1ccncc1.c1ccncc1.c1ccncc1.c1ccncc1

Entry 4:
Entry from the Open Molecules 2025 dataset: an isolated molecule of C6H13NO2 in a non-equilibrium geometry (wB97M-V/def2-TZVPD).

```
! RIJCOSX wB97M-V def2-TZVPD def2/J DEFGRID3
* xyz 0 1
C -1.6680 -1.1843 2.1631
C -1.0006 -1.1079 0.8150
O -1.2851 -1.8778 -0.0932
N 0.0397 -0.1774 0.7925
C 0.6253 0.2742 -0.4705
C 1.4489 1.5413 -0.2003
C 1.5229 -0.8010 -1.0889
C -0.5571 0.6490 -1.5063
O -1.3534 1.7234 -1.0124
H -2.2968 -2.0772 2.2165
H -2.2771 -0.2922 2.3281
H -0.9156 -1.2544 2.9533
H 0.5207 0.0315 1.6580
H 1.8483 1.9603 -1.1295
H 2.2898 1.3182 0.4675
H 0.8538 2.3121 0.3005
H 0.9641 -1.7050 -1.3501
H 2.3144 -1.0973 -0.3908
H 2.0022 -0.4383 -2.0047
H -0.0847 0.9920 -2.4326
H -1.2086 -0.1755 -1.8077
H -1.7831 1.3862 -0.2076
*
```

Summary:
HOMO level   -9.7220 eV
HOMO-LUMO gap   10.41 eV
Energy relative to the best compared isomer or geometry (same formula, charge and spin)   11.51 kcal/mol
SMILES string   CC(=O)NC(C)(C)CO

Entry 5:
Entry from the Open Molecules 2025 dataset: a structure of composition C42H63AsI2N4OSSi3Ta in a non-equilibrium geometry (wB97M-V/def2-TZVPD).

```
! RIJCOSX wB97M-V def2-TZVPD def2/J DEFGRID3
* xyz 3 1
Ta -0.1886 0.0433 0.8522
C -3.7199 2.3052 2.1952
C -2.3876 3.0648 2.1691
N -1.3362 2.6109 1.1829
C -1.6208 3.1663 -0.1538
C -2.7588 2.4411 -0.8433
S -2.5824 0.6205 -0.7480
C -4.2624 0.2055 -0.1498
C -4.5285 0.1169 1.3711
N -3.5767 0.8570 2.2005
H -4.3176 2.5998 1.3386
H -4.2865 2.6573 3.0629
H -1.9455 3.0955 3.1698
H -2.6174 4.1074 1.9274
H -0.4908 3.1004 1.4705
H -0.7178 3.0573 -0.7444
H -1.8375 4.2380 -0.0929
H -2.7760 2.7243 -1.8966
H -3.7242 2.7147 -0.4398
H -4.5471 -0.7248 -0.6413
H -4.8805 0.9809 -0.5998
H -4.4716 -0.9221 1.6848
H -5.5652 0.4337 1.5363
H -3.6709 0.5089 3.1515
I 4.4272 1.3002 7.1312
C 3.4595 0.8959 5.3475
C 4.0999 0.1804 4.3460
C 3.4847 -0.1048 3.1256
I 4.6977 -1.1286 1.7972
C 2.1866 0.3488 2.9208
O 1.4180 0.1422 1.7711
C 1.5346 1.0708 3.9246
C 0.1307 1.5426 3.7035
N -0.7015 0.5024 3.0578
C -0.6874 -0.7589 3.8259
C -1.5232 -1.7513 3.0751
C -2.1070 -2.8288 3.7204
C -2.9327 -3.6825 3.0075
C -3.1532 -3.4098 1.6649
C -2.5068 -2.3409 1.0882
N -1.6945 -1.5088 1.7659
C 2.1600 1.3323 5.1315
H 5.1093 -0.1697 4.5063
H -0.3093 1.8233 4.6648
H 0.1393 2.4421 3.0831
H -1.6682 0.8271 3.0252
H 0.3433 -1.1021 3.9440
H -1.0971 -0.6189 4.8309
H -1.9171 -2.9833 4.7734
H -3.3980 -4.5314 3.4882
H -3.8003 -4.0282 1.0606
H -2.6197 -2.1473 0.0308
H 1.6323 1.8811 5.9002
C 3.9997 0.6335 -3.3496
Si 2.5600 -0.2971 -2.6284
C 1.4634 -1.0659 -3.9279
C 3.2146 -1.5403 -1.4317
As 0.9429 1.1912 -1.2831
Si -0.0545 2.1988 -3.3824
C 1.2682 2.1897 -4.7001
C -1.5036 1.1618 -3.9715
C -0.4885 4.0080 -3.1557
Si 2.2676 3.1497 -0.5041
C 3.4357 3.6240 -1.8743
C 1.2080 4.6357 -0.0544
C 3.2542 2.7166 1.0121
H 4.5610 -0.1758 -3.8329
H 4.6627 1.0676 -2.6058
H 3.7796 1.3706 -4.1156
H 2.0573 -1.1803 -4.8374
H 0.5716 -0.5126 -4.1955
H 1.1558 -2.0586 -3.6119
H 3.7079 -2.3305 -2.0022
H 2.4548 -2.0003 -0.8109
H 3.9635 -1.0755 -0.8017
H 1.4554 1.2218 -5.1517
H 2.2111 2.6338 -4.3995
H 0.8595 2.8349 -5.4845
H -1.3856 0.0944 -3.7965
H -1.5527 1.3105 -5.0520
H -2.4649 1.4605 -3.5601
H 0.4171 4.6154 -3.1685
H -1.0842 4.2998 -2.2963
H -1.0616 4.2821 -4.0456
H 2.9888 3.6736 -2.8630
H 4.2824 2.9440 -1.9106
H 3.8277 4.6179 -1.6490
H 0.5952 5.0405 -0.8557
H 1.9281 5.4096 0.2224
H 0.5759 4.4899 0.8245
H 3.8220 1.7930 0.9071
H 2.6509 2.6633 1.9182
H 3.9701 3.5288 1.1540
C -1.2136 -4.9233 -4.3928
C -0.1038 -5.0569 -3.5650
C 0.1426 -4.1293 -2.5704
C -0.7158 -3.0389 -2.3919
C -1.7993 -2.8950 -3.2625
C -2.0613 -3.8380 -4.2429
C -0.5139 -1.9431 -1.4252
C 0.0047 -1.8739 -0.1769
C 0.4613 -3.0537 0.6212
C -0.1888 -4.2921 0.5321
C 0.1980 -5.3641 1.3151
C 1.2389 -5.2334 2.2260
C 1.8661 -4.0081 2.3621
C 1.4675 -2.9330 1.5805
H -1.4058 -5.6595 -5.1606
H 0.5732 -5.8877 -3.7019
H 1.0208 -4.2392 -1.9498
H -2.4503 -2.0319 -3.1645
H -2.9124 -3.7189 -4.8981
H -0.8823 -1.0180 -1.8566
H -1.0220 -4.4214 -0.1398
H -0.3209 -6.3075 1.2185
H 1.5487 -6.0773 2.8248
H 2.6727 -3.8846 3.0717
H 1.9820 -1.9920 1.7034
*
```

Summary:
HOMO level   -14.9932 eV
HOMO-LUMO gap   5.86 eV
Energy relative to the best compared isomer or geometry (same formula, charge and spin)   6.81 kcal/mol

Entry 6:
Entry from the Open Molecules 2025 dataset: the ion C27H33N2O4 with charge +1 (wB97M-V/def2-TZVPD).

```
! RIJCOSX wB97M-V def2-TZVPD def2/J DEFGRID3
* xyz 1 1
C -0.0634 5.1531 5.2860
O 0.3708 5.2054 3.9434
C -0.2029 4.3905 3.0253
C -1.2030 3.4777 3.3384
C -1.7588 2.6559 2.3763
C -1.3521 2.7498 1.0587
C -1.9728 1.8968 -0.0160
N -0.9226 1.2310 -0.8263
C -0.1381 0.2541 -0.0417
C 1.0049 -0.2782 -0.8959
N 0.4492 -0.9249 -2.0664
C 1.4373 -1.6916 -2.8122
C 1.9703 -2.8251 -1.9759
C 3.3322 -3.0674 -1.8781
C 3.7950 -4.1117 -1.0931
C 2.9103 -4.9158 -0.4038
C 1.5397 -4.6829 -0.5040
O 0.7195 -5.4633 0.2552
C -0.5634 -5.7402 -0.1538
C -0.9014 -5.9519 -1.4857
C -2.2007 -6.2944 -1.8146
C -3.1628 -6.4329 -0.8285
C -2.8189 -6.2367 0.4988
C -1.5252 -5.8890 0.8399
C 1.0755 -3.6331 -1.2877
C -0.2674 0.0401 -2.8689
C -1.4345 0.5907 -2.0529
C -0.3496 3.6676 0.7221
O 0.0676 3.6816 -0.6058
C 0.0048 4.9271 -1.2965
C 0.2612 4.4756 1.6908
O 1.2642 5.2571 1.2242
C 1.9935 6.1428 2.0540
H -1.1217 5.4123 5.3752
H 0.1172 4.1694 5.7278
H 0.5350 5.8974 5.8079
H -1.5545 3.3957 4.3524
H -2.5272 1.9537 2.6567
H -2.5678 2.5195 -0.6914
H -2.6244 1.1404 0.4252
H -0.2857 2.0159 -1.0863
H 0.2397 0.7453 0.8558
H -0.7973 -0.5688 0.2421
H 1.5689 -1.0182 -0.3261
H 1.6889 0.5498 -1.1603
H 0.9340 -2.1013 -3.6929
H 2.2675 -1.0558 -3.1589
H 4.0313 -2.4449 -2.4158
H 4.8550 -4.2989 -1.0201
H 3.2555 -5.7282 0.2148
H -0.1456 -5.8671 -2.2530
H -2.4576 -6.4648 -2.8494
H -4.1731 -6.7047 -1.0925
H -3.5606 -6.3565 1.2740
H -1.2376 -5.7426 1.8694
H 0.0167 -3.4333 -1.3584
H -0.6605 -0.4571 -3.7573
H 0.3783 0.8753 -3.2011
H -1.9961 1.3220 -2.6365
H -2.0973 -0.2280 -1.7648
H 0.7447 5.6280 -0.9146
H -0.9932 5.3636 -1.2123
H 0.2212 4.6960 -2.3380
H 2.7199 6.6082 1.3884
H 2.5174 5.6099 2.8476
H 1.3511 6.9099 2.4871
*
```

Summary:
HOMO level   -10.3399 eV
HOMO-LUMO gap   8.33 eV
Energy relative to the best compared isomer or geometry (same formula, charge and spin)   0.52 kcal/mol
SMILES string   COc1ccc(C[NH+]2CCN(Cc3cccc(Oc4ccccc4)c3)CC2)c(OC)c1OC